DFT (the ωB97M-V functional and the def2-TZVPD basis) results for a cluster of 4 separate species, C30H65BFN2O5 in total.

```
104
Properties=species:S:1:pos:R:3
C 5.549 1.061 -1.459
C 5.209 1.533 -2.862
C 3.690 1.554 -3.126
C 3.148 2.960 -3.290
C 1.610 3.102 -3.251
C 0.865 1.920 -2.748
C 0.101 1.093 -3.482
F -0.192 1.122 -4.760
N -0.413 0.076 -2.722
C -1.265 -0.987 -3.248
C -2.761 -0.733 -3.052
C -3.136 0.726 -2.966
O -3.314 -1.357 -4.204
C 0.037 0.238 -1.477
C -0.225 -0.779 -0.440
C 0.758 -1.949 -0.599
C 0.427 -3.132 0.293
C 1.061 -4.438 -0.187
C 2.506 -4.316 -0.641
N 0.773 1.389 -1.442
B 1.367 2.071 -0.233
O 2.140 3.158 -0.502
C 1.153 1.649 1.243
C 2.126 0.530 1.711
H 5.008 0.149 -1.219
H 5.256 1.810 -0.730
H 6.602 0.842 -1.345
H 5.716 0.918 -3.593
H 5.573 2.550 -2.955
H 3.494 0.999 -4.037
H 3.210 1.050 -2.293
H 3.587 3.614 -2.549
H 3.483 3.328 -4.254
H 1.218 3.299 -4.241
H 1.338 3.971 -2.664
H -1.076 -1.072 -4.308
H -0.979 -1.909 -2.764
H -3.120 -1.260 -2.170
H -4.208 0.819 -2.852
H -2.700 1.180 -2.080
H -2.800 1.249 -3.852
H -4.228 -1.593 -4.031
H -0.233 -0.355 0.549
H -1.219 -1.176 -0.616
H 1.778 -1.627 -0.450
H 0.698 -2.274 -1.637
H 0.776 -2.928 1.303
H -0.651 -3.251 0.313
H 1.028 -5.157 0.623
H 0.456 -4.830 -0.999
H 2.596 -3.796 -1.589
H 3.090 -3.759 0.085
H 2.951 -5.294 -0.764
H 1.702 3.924 -0.878
H 1.382 2.532 1.824
H 0.119 1.418 1.463
H 2.781 0.918 2.476
H 2.795 0.208 0.917
H 1.609 -0.341 2.085
C 5.926 -5.154 3.738
C 5.108 -4.371 2.727
O 3.706 -4.541 2.853
C 3.153 -4.162 4.100
C 3.373 -2.707 4.466
H 5.695 -6.217 3.674
H 6.988 -5.016 3.540
H 5.737 -4.827 4.761
H 5.337 -4.720 1.719
H 5.372 -3.307 2.763
H 3.526 -4.812 4.898
H 2.086 -4.362 4.003
H 4.432 -2.471 4.587
H 2.871 -2.483 5.405
H 2.964 -2.049 3.699
C -2.544 2.155 4.327
C -1.978 0.881 4.930
O -0.563 0.799 4.899
C 0.133 1.817 5.601
C -0.184 1.884 7.084
H -2.210 2.273 3.295
H -3.633 2.118 4.337
H -2.240 3.043 4.882
H -2.317 0.019 4.355
H -2.350 0.745 5.951
H -0.039 2.791 5.128
H 1.189 1.583 5.464
H -1.228 2.134 7.272
H 0.429 2.651 7.558
H 0.026 0.928 7.564
C -7.270 4.007 -2.672
C -6.637 2.630 -2.769
O -7.450 1.570 -2.309
C -8.687 1.395 -2.982
C -8.556 1.111 -4.468
H -7.566 4.218 -1.644
H -6.558 4.767 -2.993
H -8.154 4.096 -3.303
H -5.751 2.593 -2.132
H -6.300 2.436 -3.796
H -9.339 2.259 -2.814
H -9.153 0.547 -2.483
H -8.106 1.943 -5.010
H -9.541 0.933 -4.897
H -7.942 0.225 -4.636
```

Results
LUMO ... -2.766 eV
Energy ... -48771.2026 eV
Charge ... +1
2S+1 ... 1
HOMO-LUMO gap ... 8.674 eV
HOMO ... -11.44 eV